{"formula": "C5H8O", "method": "wB97M-V/def2-TZVPD", "e_tot_ha": -270.38445, "homo_lumo_gap_ev": 8.85, "e_above_lowest_kj_mol": 455.4, "smiles": "C=C/C=C\\OC", "lumo_energy_ev": 0.936, "largest_force_ha_per_bohr": 0.0367, "homo_energy_ev": -7.91, "species": ["C", "C", "C", "C", "O", "C", "H", "H", "H", "H", "H", "H", "H", "H"], "xyz": [[0.5791, -1.1739, -1.1594], [-0.5202, -0.3992, -1.1019], [-0.8353, -0.7102, 0.3052], [-0.1308, -0.2561, 1.3470], [0.9131, 0.6112, 1.1305], [0.3651, 1.6456, 0.3158], [1.3612, -1.0130, -0.4159], [0.6808, -2.0043, -1.8312], [-1.2464, -0.2411, -1.9011], [-1.5449, -1.5253, 0.3946], [-0.2206, -0.6055, 2.3599], [-0.7007, 1.3661, 0.3875], [0.8675, 1.7129, -0.6626], [0.4320, 2.5928, 0.8315]], "nbo_charge": [-0.2990, -0.2820, -0.2935, 0.0667, -0.5328, -0.2730, 0.2041, 0.1909, 0.2161, 0.2293, 0.1950, 0.2057, 0.1926, 0.1799]}

{"formula": "C5H4OS2", "method": "wB97M-V/def2-TZVPD", "e_tot_ha": -1064.40258, "homo_lumo_gap_ev": 6.84, "e_above_lowest_kj_mol": 269.4, "smiles": "C=CC(=O)C(=S)C=S", "lumo_energy_ev": -2.306, "largest_force_ha_per_bohr": 0.1002, "homo_energy_ev": -9.15, "species": ["C", "C", "C", "O", "C", "S", "C", "S", "H", "H", "H", "H"], "xyz": [[2.3277, -0.2679, -0.2355], [1.2037, 0.3267, -0.4563], [0.1002, 0.0420, 0.5364], [0.3066, -0.5833, 1.5539], [-1.3276, 0.5226, 0.3972], [-1.6122, 2.1451, 0.2232], [-2.3402, -0.3349, -0.0597], [-1.9419, -1.8964, -0.0123], [3.0875, -0.2425, -0.9931], [2.7339, -0.6258, 0.9211], [0.8372, 0.8186, -1.4249], [-3.3748, 0.0957, -0.4500]], "nbo_charge": [-0.2765, -0.3412, 0.4936, -0.5102, -0.2218, 0.1256, -0.3779, 0.1817, 0.2032, 0.2412, 0.2289, 0.2534]}

{"formula": "C6H19O4V", "method": "wB97M-V/def2-TZVPD", "e_tot_ha": -1484.57222, "spin_multiplicity": 4, "homo_lumo_gap_ev": [5.81, 5.92], "e_above_lowest_kj_mol": 133.3, "lumo_energy_ev": [-7.153, -7.038], "largest_force_ha_per_bohr": 0.0510, "homo_energy_ev": [-12.96, -12.96], "charge": 1, "species": ["V", "O", "H", "C", "C", "O", "H", "H", "H", "H", "H", "H", "C", "C", "O", "H", "H", "H", "H", "H", "H", "C", "C", "O", "H", "H", "H", "H", "H", "H"], "xyz": [[-20.8586, 9.2117, -29.5637], [-19.5026, 8.3390, -28.5757], [-19.0274, 8.4884, -27.7504], [-19.9419, 7.5982, -24.6613], [-19.5068, 6.4854, -25.5867], [-20.3547, 6.4359, -26.7312], [-19.3435, 7.6146, -23.7517], [-20.9804, 7.4365, -24.3793], [-19.8558, 8.5509, -25.1927], [-19.6630, 5.5196, -25.1120], [-18.4677, 6.5912, -25.9121], [-20.0125, 7.0094, -27.4297], [-16.1061, 5.4328, -30.6995], [-17.4076, 5.8730, -30.0996], [-17.1823, 6.9363, -29.1714], [-16.2753, 4.6469, -31.4292], [-15.4326, 5.0660, -29.9227], [-15.5922, 6.2976, -31.1237], [-17.9176, 5.0296, -29.6193], [-18.0931, 6.2214, -30.8893], [-18.0392, 7.3774, -29.0310], [-16.9098, 10.7309, -28.9605], [-16.0419, 10.3245, -30.1240], [-16.7028, 9.2980, -30.9097], [-17.0989, 9.8812, -28.3022], [-17.8295, 11.2018, -29.3150], [-16.3887, 11.4674, -28.3389], [-15.0423, 10.0018, -29.8269], [-15.9477, 11.1728, -30.8035], [-16.7128, 8.4906, -30.3575]], "nbo_charge": [1.6377, -1.1385, 0.5172, -0.6250, -0.0729, -0.7411, 0.2268, 0.2208, 0.1727, 0.1929, 0.1614, 0.4557, -0.6302, -0.0619, -0.7558, 0.2251, 0.2207, 0.2157, 0.1717, 0.1425, 0.4750, -0.6275, -0.0724, -0.7565, 0.1894, 0.1771, 0.2306, 0.1826, 0.1836, 0.4825]}

{"formula": "C5CoF15InO15S5Ti", "method": "wB97M-V/def2-TZVPD", "e_tot_ha": -7229.59157, "spin_multiplicity": 8, "homo_lumo_gap_ev": [7.97, 4.24], "lumo_energy_ev": [-7.790, -11.484], "largest_force_ha_per_bohr": 0.0828, "homo_energy_ev": [-15.76, -15.73], "charge": 2, "species": ["In", "Co", "Ti", "C", "F", "F", "F", "S", "O", "O", "O", "C", "F", "F", "F", "S", "O", "O", "O", "C", "F", "F", "F", "S", "O", "O", "O", "C", "F", "F", "F", "S", "O", "O", "O", "C", "F", "F", "F", "S", "O", "O", "O"], "xyz": [[1.9894, -0.2755, -1.6319], [-0.5113, 2.6954, 2.8499], [-2.9786, -3.2954, 0.4452], [3.6253, 0.3550, 3.6269], [3.2158, 0.7038, 4.7909], [4.9466, 0.4179, 3.4942], [3.2854, -0.9088, 3.2970], [2.7159, 1.4547, 2.2876], [1.3336, 1.6359, 2.6634], [3.4584, 2.7405, 2.2737], [2.8594, 0.6552, 1.0811], [-0.0402, 4.8097, -1.3040], [-1.1845, 4.2616, -1.7405], [0.7965, 5.0026, -2.3097], [-0.2554, 5.9621, -0.6596], [0.8170, 3.6048, 0.0212], [-0.1146, 3.6393, 1.1761], [0.8892, 2.3313, -0.6101], [2.1059, 4.1740, 0.4637], [1.8260, -4.5466, 1.2724], [2.1322, -3.7994, 2.3867], [2.9056, -4.6727, 0.4059], [1.5903, -5.7548, 1.6735], [0.4206, -3.9017, 0.0910], [0.3931, -4.7815, -1.0604], [-0.8182, -3.9343, 0.8529], [0.8679, -2.5417, -0.2199], [-2.7063, 1.2131, -0.5240], [-3.7396, 0.4881, -0.9104], [-1.9982, 1.3688, -1.6641], [-3.1908, 2.3869, 0.0714], [-1.6307, 0.2305, 0.7716], [-0.3355, 0.0494, 0.1298], [-1.4524, 1.2325, 1.8568], [-2.3564, -1.0025, 1.1229], [-2.9659, -1.0211, -3.8983], [-2.4229, 0.1724, -4.2141], [-4.1985, -0.8447, -3.4201], [-3.0642, -1.7711, -4.9491], [-1.7452, -1.9403, -2.6831], [-2.4378, -2.1020, -1.3841], [-1.5519, -3.3065, -3.2520], [-0.4752, -1.1849, -2.6697]], "nbo_charge": [0.9529, 1.7323, 1.7841, 0.8112, -0.2663, -0.2705, -0.2956, 2.2111, -0.9794, -0.4503, -0.7508, 0.8021, -0.3047, -0.2823, -0.2942, 2.2727, -1.1165, -0.9805, -0.8978, 0.7593, -0.3097, -0.3165, -0.2844, 2.3131, -0.9098, -1.0991, -1.0199, 0.7675, -0.3083, -0.2937, -0.3013, 2.3251, -0.9339, -1.0905, -1.0218, 0.8156, -0.2748, -0.2777, -0.2594, 2.1769, -0.9762, -0.4280, -0.7302]}

{"formula": "C3H7FO", "method": "wB97M-V/def2-TZVPD", "e_tot_ha": -293.53580, "homo_lumo_gap_ev": 9.85, "e_above_lowest_kj_mol": 152.2, "lumo_energy_ev": 0.949, "largest_force_ha_per_bohr": 0.1019, "homo_energy_ev": -8.90, "species": ["C", "C", "C", "O", "F", "H", "H", "H", "H", "H", "H", "H"], "xyz": [[0.2985, -1.0794, -1.0403], [-0.2164, 0.8713, 1.2308], [0.0369, 0.8052, -0.2228], [-1.0463, 1.2950, -0.8676], [1.1730, 1.4027, -0.5817], [0.1082, -1.4815, -0.0654], [1.3215, -1.0450, -1.2048], [-0.3135, -1.5273, -1.7714], [-1.1961, 0.4568, 1.4654], [-0.2430, 1.9013, 1.4850], [0.5753, 0.3668, 1.7926], [-0.7273, 1.3531, -1.7948]], "nbo_charge": [-0.6994, -0.6940, 0.6950, -0.7057, -0.3573, 0.1908, 0.1928, 0.2008, 0.2362, 0.2314, 0.2264, 0.4830]}

{"formula": "C27H55FN3O11S3", "method": "wB97M-V/def2-TZVPD", "e_tot_ha": -3347.31915, "homo_lumo_gap_ev": 7.94, "e_above_lowest_kj_mol": 167.9, "lumo_energy_ev": -2.940, "largest_force_ha_per_bohr": 0.1790, "homo_energy_ev": -10.88, "charge": 1, "species": ["C", "C", "O", "N", "H", "H", "C", "H", "H", "H", "H", "H", "H", "C", "C", "O", "N", "H", "H", "C", "H", "H", "H", "H", "H", "H", "C", "C", "O", "N", "H", "H", "C", "H", "H", "H", "H", "H", "H", "O", "H", "O", "H", "F", "C", "C", "C", "C", "C", "C", "H", "H", "H", "H", "H", "C", "C", "C", "S", "O", "O", "C", "H", "H", "H", "H", "H", "H", "H", "H", "C", "C", "C", "S", "O", "O", "C", "H", "H", "H", "H", "H", "H", "H", "H", "C", "C", "C", "S", "O", "O", "C", "H", "H", "H", "H", "H", "H", "H", "H"], "xyz": [[-10.9884, -31.2240, -27.8541], [-12.0821, -30.3109, -27.3247], [-13.2245, -30.6770, -27.2397], [-11.5864, -29.0324, -26.7594], [-10.6285, -28.8816, -26.8269], [-12.2906, -28.3546, -27.2830], [-12.1580, -28.5789, -25.5329], [-11.2444, -32.1187, -28.1990], [-10.1960, -31.3099, -27.2640], [-10.3295, -31.2715, -28.7171], [-13.2201, -28.4434, -25.5673], [-11.5075, -27.7521, -25.2442], [-12.1288, -29.3997, -24.7449], [-16.1444, -27.0644, -27.2777], [-15.8445, -25.8511, -28.0649], [-16.7662, -25.2246, -28.5881], [-14.4106, -25.3629, -28.0882], [-14.1920, -25.0590, -27.1768], [-13.8057, -26.1746, -28.4762], [-14.1835, -24.2645, -29.0698], [-15.9077, -28.0093, -27.8335], [-17.2782, -27.1041, -27.1606], [-15.7793, -27.0924, -26.2455], [-14.2181, -24.6623, -30.1624], [-13.4062, -23.6597, -28.9944], [-14.9080, -23.4474, -29.0442], [-9.5401, -25.0325, -26.5737], [-10.1681, -25.0750, -27.8619], [-10.4268, -23.9503, -28.3526], [-10.3999, -26.3334, -28.7044], [-9.9135, -27.1255, -28.2394], [-11.3067, -26.6507, -28.5445], [-10.1862, -26.1545, -30.1508], [-10.2616, -24.1521, -25.9159], [-8.4959, -24.9751, -26.8830], [-9.6961, -25.9704, -25.9349], [-9.3294, -25.5011, -30.2367], [-10.9194, -25.4438, -30.5213], [-10.3359, -27.0758, -30.7704], [-12.8911, -27.3891, -28.4081], [-13.1862, -27.8544, -29.2194], [-9.2247, -28.3975, -27.6402], [-8.2174, -28.2819, -27.7610], [-13.4260, -23.5651, -35.6416], [-12.8043, -24.5500, -35.0541], [-13.4734, -25.2612, -34.0784], [-12.8891, -26.3922, -33.6529], [-11.6201, -26.9118, -34.0191], [-10.9128, -26.0808, -35.0718], [-11.5435, -25.0103, -35.6341], [-14.5794, -24.8154, -33.7265], [-13.3052, -27.0673, -32.8874], [-10.9895, -27.8049, -33.4903], [-10.1858, -26.5713, -35.4391], [-11.0743, -24.4827, -36.4484], [-6.6357, -29.6859, -34.0289], [-7.8843, -30.2085, -34.9049], [-8.9848, -29.7636, -34.3071], [-8.7103, -29.8890, -32.5889], [-9.2079, -31.1882, -32.1870], [-9.2297, -28.6922, -31.9933], [-6.9102, -29.9080, -32.5867], [-6.4666, -28.6021, -34.2119], [-5.6383, -30.1811, -34.4723], [-7.9183, -31.3752, -34.8160], [-7.8873, -29.8971, -35.9487], [-9.7088, -30.3671, -34.4323], [-8.9863, -28.6416, -34.5781], [-6.6538, -30.8198, -32.2238], [-6.5500, -29.1162, -32.0799], [-9.2871, -22.3475, -23.4799], [-9.8233, -22.0388, -22.0846], [-9.7532, -20.6565, -21.9708], [-10.4125, -20.0875, -23.5218], [-9.6162, -19.0171, -23.9170], [-11.8323, -19.9273, -23.4322], [-10.0437, -21.5168, -24.5286], [-9.4107, -23.5059, -23.4797], [-8.1844, -22.2470, -23.7010], [-9.3764, -22.8389, -21.3636], [-10.7886, -22.6024, -21.8775], [-8.8837, -20.3083, -21.8329], [-10.3366, -20.1232, -21.0973], [-9.5234, -21.2237, -25.4096], [-11.0939, -22.0349, -24.7759], [-5.5962, -27.4553, -24.7147], [-7.0432, -27.2793, -25.0430], [-7.7212, -26.7432, -23.9643], [-6.5335, -25.6664, -23.2736], [-6.4277, -25.7584, -21.9220], [-6.8108, -24.3795, -23.9664], [-5.0651, -26.2827, -24.0470], [-5.2008, -27.6890, -25.5677], [-5.4452, -28.2310, -24.1374], [-7.6577, -28.2431, -25.2492], [-7.0493, -26.5415, -25.8245], [-8.1189, -27.3602, -23.0068], [-8.5318, -26.1406, -24.3910], [-4.3360, -26.3361, -23.2009], [-4.8819, -25.4424, -24.7136]], "lowdin_charge": [0.0425, -0.3464, 0.1509, 0.0156, 0.0320, 0.1113, -0.0355, 0.0470, 0.0465, 0.1174, 0.0848, 0.1040, 0.1329, 0.0005, -0.3701, 0.1393, 0.0739, 0.1582, 0.0714, -0.0039, 0.1152, 0.1245, 0.0906, 0.1491, 0.0309, 0.1055, -0.0011, -0.3757, 0.0743, 0.0505, 0.0372, 0.0453, 0.0044, 0.1925, 0.1147, 0.0748, 0.1015, 0.0825, 0.0961, -0.3122, 0.0400, -0.4069, 0.0072, 0.0934, -0.2967, -0.0645, -0.1681, -0.0310, -0.0573, 0.0077, 0.1854, 0.0972, 0.1189, 0.0097, 0.1124, -0.1830, -0.2666, -0.3385, 0.7018, -0.3001, -0.3386, -0.2003, 0.1197, 0.1635, 0.1700, 0.1348, 0.0559, 0.1581, 0.0781, 0.0713, -0.2566, -0.2989, -0.2622, 0.6225, -0.2769, -0.3056, -0.2256, 0.1175, 0.1249, 0.1570, 0.1405, 0.0372, 0.1762, 0.0870, 0.1380, -0.2250, -0.2810, -0.3097, 0.6406, -0.2523, -0.3511, -0.1867, 0.0760, 0.0880, 0.1652, 0.1124, 0.1787, 0.0726, 0.1389, 0.1118]}

{"formula": "C5H11NO", "method": "wB97M-V/def2-TZVPD", "e_tot_ha": -327.01141, "homo_lumo_gap_ev": 8.96, "e_above_lowest_kj_mol": 314.9, "smiles": "C=C/C(C)=C/N.O", "lumo_energy_ev": 0.841, "largest_force_ha_per_bohr": 0.1120, "homo_energy_ev": -8.12, "species": ["C", "C", "C", "C", "C", "N", "H", "H", "H", "H", "H", "H", "H", "H", "H", "O", "H", "H"], "xyz": [[-1.0401, -2.3723, 0.5466], [-0.0939, -1.6508, -0.1117], [-0.0760, -0.2144, 0.1258], [-1.3099, 0.3725, -0.4376], [0.8358, 0.3011, 0.9350], [1.0258, 1.6886, 1.1661], [-1.7583, -1.9073, 1.2612], [-1.0286, -3.5076, 0.6221], [0.5690, -2.1249, -0.8144], [-1.7993, -0.1762, -1.0935], [-1.2005, 1.3439, -0.7516], [-2.1215, 0.5889, 0.3412], [1.8224, -0.2294, 1.2266], [0.0655, 2.1891, 1.4112], [1.6649, 1.8540, 1.9731], [1.5237, 1.6551, -2.0990], [1.7492, 1.0479, -1.4600], [1.1716, 1.1416, -2.8411]], "nbo_charge": [-0.3958, -0.1867, -0.1507, -0.6296, -0.0034, -0.8206, 0.1932, 0.2013, 0.2067, 0.2185, 0.2258, 0.2068, 0.1918, 0.3689, 0.3730, -0.9300, 0.4684, 0.4624]}

{"formula": "C4H20AgBClN8O4", "method": "wB97M-V/def2-TZVPD", "e_tot_ha": -1535.44555, "spin_multiplicity": 2, "homo_lumo_gap_ev": [8.60, 6.12], "e_above_lowest_kj_mol": 106.0, "lumo_energy_ev": [0.377, -1.883], "largest_force_ha_per_bohr": 0.0472, "homo_energy_ev": [-8.23, -8.00], "species": ["Ag", "B", "H", "H", "H", "H", "Cl", "C", "O", "N", "N", "H", "H", "H", "H", "C", "O", "N", "N", "H", "H", "H", "H", "C", "O", "N", "N", "H", "H", "H", "H", "C", "O", "N", "N", "H", "H", "H", "H"], "xyz": [[0.2749, -0.3188, -0.8472], [-0.1805, 1.0472, -2.7552], [-0.2757, 1.8649, -3.5667], [-0.0991, 1.6313, -1.7645], [-1.1335, 0.4012, -2.6258], [0.7876, 0.4295, -2.8100], [1.3713, -2.6305, -1.4356], [2.8920, 1.7051, -0.8091], [1.9578, 1.1723, -0.2101], [2.9462, 3.0661, -0.9061], [3.8770, 1.0453, -1.4780], [3.7396, 3.4875, -1.3460], [2.1606, 3.5196, -0.4811], [3.9752, 0.0448, -1.4667], [4.7109, 1.4722, -1.8370], [1.9953, -0.9580, 2.1232], [1.1631, -1.1310, 1.2382], [1.6853, -0.2646, 3.2721], [3.2527, -1.4080, 1.9938], [2.4200, 0.0077, 3.8951], [0.8022, 0.2091, 3.2383], [3.4704, -1.8803, 1.1338], [3.9139, -1.2521, 2.7302], [-2.6711, -2.2641, -1.2447], [-1.6314, -1.6249, -1.3858], [-2.7470, -3.6247, -1.3925], [-3.8273, -1.6340, -0.9011], [-3.6520, -4.0204, -1.2304], [-2.1000, -3.9517, -2.0940], [-4.6724, -2.0357, -0.5438], [-3.7706, -0.6299, -0.8511], [-2.1539, 0.8518, 1.5630], [-1.2009, 0.4348, 0.9191], [-3.2152, 0.0825, 1.9473], [-2.2693, 2.1740, 1.9050], [-3.9608, 0.5618, 2.4123], [-3.2323, -0.9184, 1.9257], [-1.5102, 2.6877, 1.4792], [-3.0927, 2.6509, 2.2060]], "nbo_charge": [1.2388, -0.8226, 0.0182, -0.0284, 0.0009, -0.0045, -0.4887, 0.8002, -0.7105, -0.8369, -0.8354, 0.3895, 0.4173, 0.4143, 0.3839, 0.7950, -0.6857, -0.8499, -0.8350, 0.3805, 0.4141, 0.4267, 0.3831, 0.7899, -0.6699, -0.8405, -0.8575, 0.3786, 0.4226, 0.3844, 0.4133, 0.7849, -0.6726, -0.8450, -0.8559, 0.3789, 0.4167, 0.4141, 0.3931]}